w.
Formula: H8O4
Source: OMol25
Level of theory: ωB97M-V with the def2-TZVPD basis set

Cartesian coordinates (Å):
1 O 0.1747 -2.8266 1.9761
2 H 0.2667 -1.8549 1.9547
3 H -0.4443 -3.0243 1.2674
4 O 0.9176 0.3384 -1.5097
5 H 0.9303 1.1508 -2.0336
6 H 1.4361 -0.2948 -2.0220
7 O -1.5673 1.9481 -1.0634
8 H -0.9356 2.5734 -0.6913
9 H -1.0789 1.1159 -1.1494
10 O 0.0041 -0.0417 1.2717
11 H -0.1530 0.8543 1.5876
12 H 0.4495 0.0613 0.4120

Values from the calculation:
* Kohn-Sham gap: 10.76 eV
* lowest unoccupied orbital energy: 0.06 eV
* HOMO: -0.3930 hartree

=====

x.
Formula: H8O4
Source: OMol25
Level of theory: ωB97M-V with the def2-TZVPD basis set

Cartesian coordinates (Å):
1 O 1.9576 0.1793 -1.8310
2 H 1.7196 -0.4457 -1.1390
3 H 2.7696 0.5643 -1.5400
4 O -0.4114 -1.0607 0.1830
5 H 0.1266 -1.8077 0.3760
6 H -0.6404 -0.8187 1.0950
7 O -1.5324 0.4623 -1.9610
8 H -1.5074 1.3023 -1.4680
9 H -0.9264 -0.1947 -1.5610
10 O -0.4834 0.2183 2.6940
11 H 0.1536 0.8833 2.7350
12 H -1.2254 0.7183 2.4170

Values from the calculation:
* Kohn-Sham gap: 10.75 eV
* lowest unoccupied orbital energy: 0.27 eV
* HOMO: -0.3851 hartree

=====

It is x that is the least stable of them.

=====

w.
Formula: H8O4
Source: OMol25
Level of theory: ωB97M-V with the def2-TZVPD basis set

Cartesian coordinates (Å):
1 O 1.4662 -1.0416 0.7234
2 H 2.3450 -1.3644 0.5689
3 H 1.4365 -0.1060 0.6345
4 O -1.0780 -1.5795 -0.5990
5 H -0.1942 -1.3655 -0.3834
6 H -1.0051 -1.4436 -1.5801
7 O -1.6146 0.9575 -0.8373
8 H -1.2910 0.0805 -0.4956
9 H -2.5910 0.9911 -0.6525
10 O 1.1355 1.7810 0.7436
11 H 0.2989 1.6048 0.2619
12 H 1.0919 1.4857 1.6157

Values from the calculation:
* Kohn-Sham gap: 11.97 eV
* lowest unoccupied orbital energy: 0.69 eV
* HOMO: -0.4145 hartree

=====

x.
Formula: H8O4
Source: OMol25
Level of theory: ωB97M-V with the def2-TZVPD basis set

Cartesian coordinates (Å):
1 O 1.6796 -0.5147 -0.0120
2 H 1.9279 -1.0069 0.7983
3 H 1.3261 0.3504 0.3205
4 O -0.5379 -1.8573 -0.9737
5 H 0.2650 -1.4061 -0.6095
6 H -0.7418 -1.2930 -1.6699
7 O -1.6128 0.2774 0.3074
8 H -1.4424 -0.5964 -0.1483
9 H -2.0040 0.0345 1.1537
10 O 0.6114 1.9951 0.6176
11 H -0.2268 1.5472 0.4108
12 H 0.7557 2.4697 -0.1948

Values from the calculation:
* Kohn-Sham gap: 12.30 eV
* lowest unoccupied orbital energy: 0.71 eV
* HOMO: -0.4258 hartree

=====

It is w that is the least stable of them.

=====

w.
Formula: H8O4
Source: OMol25
Level of theory: ωB97M-V with the def2-TZVPD basis set

Cartesian coordinates (Å):
1 O 8.9627 -18.1012 34.4103
2 H 8.1362 -17.6498 34.5615
3 H 9.0525 -18.1409 33.4595
4 O 11.7831 -17.7186 34.4580
5 H 11.9400 -18.6511 34.5126
6 H 10.8610 -17.6068 34.7573
7 O 14.0870 -16.4062 33.2605
8 H 13.4293 -17.0160 33.5621
9 H 13.5157 -15.6435 33.1063
10 O 11.1534 -15.7030 32.3798
11 H 10.3430 -15.3847 32.6674
12 H 11.2949 -16.5392 32.7608

Values from the calculation:
* Kohn-Sham gap: 10.70 eV
* lowest unoccupied orbital energy: 0.10 eV
* HOMO: -0.3896 hartree

=====

x.
Formula: H8O4
Source: OMol25
Level of theory: ωB97M-V with the def2-TZVPD basis set

Cartesian coordinates (Å):
1 O 0.0903 -1.8122 1.7138
2 H 0.5488 -2.4528 2.2575
3 H -0.3676 -1.2506 2.3392
4 O 0.2226 -0.3959 -0.9251
5 H 0.9659 -0.6740 -1.4602
6 H 0.1080 -1.1013 -0.2884
7 O -1.5839 1.4295 -2.5744
8 H -1.2062 0.6448 -2.1772
9 H -1.8801 1.9557 -1.8317
10 O 1.1954 1.1547 1.3321
11 H 1.1672 1.9763 0.8418
12 H 0.7398 0.5257 0.7726

Values from the calculation:
* Kohn-Sham gap: 11.55 eV
* lowest unoccupied orbital energy: 0.49 eV
* HOMO: -0.4064 hartree

=====

It is w that is the least stable of them.

=====

w.
Formula: C5H12O2
Source: OMol25
Level of theory: ωB97M-V with the def2-TZVPD basis set

Cartesian coordinates (Å):
1 C -0.5518 0.8280 -2.3451
2 C -1.1427 1.6812 -1.4822
3 C -0.4980 2.7459 -0.6956
4 C 0.6968 3.0896 -1.1601
5 C -1.1020 3.1805 0.5879
6 H 0.5555 0.6331 -2.4720
7 H -1.3286 0.2693 -2.9183
8 H -2.2511 1.6484 -1.4784
9 H 1.2625 3.8048 -0.6551
10 H 1.3427 2.5415 -1.8503
11 H -0.5516 2.6768 1.4727
12 H -1.9962 2.7494 0.8256
13 H -1.3762 4.2345 0.7369
14 O 0.0148 -6.6934 2.9521
15 H 0.4134 -6.2445 3.6639
16 H -0.7456 -6.1622 2.8209
17 O 2.7390 -3.6565 0.4758
18 H 2.0826 -3.1048 0.3421
19 H 2.4366 -4.2216 1.1795

Values from the calculation:
* Kohn-Sham gap: 9.30 eV
* lowest unoccupied orbital energy: 0.56 eV
* HOMO: -0.3213 hartree

=====

x.
Formula: C5H12O2
Source: OMol25
Level of theory: ωB97M-V with the def2-TZVPD basis set

Cartesian coordinates (Å):
1 C 2.5997 -0.5500 0.5664
2 C 1.5783 0.0426 -0.3996
3 C 0.1490 -0.2540 0.0506
4 O -0.0526 0.2437 1.3691
5 C -0.9002 0.2874 -0.9194
6 C -2.3299 0.0832 -0.4310
7 O -2.6224 0.9428 0.6732
8 H 3.6249 -0.2903 0.2841
9 H 2.4116 -0.1795 1.5782
10 H 2.5228 -1.6440 0.5900
11 H 1.7300 -0.3560 -1.4125
12 H 1.7029 1.1327 -0.4604
13 H 0.0292 -1.3491 0.1086
14 H -0.6712 0.9844 1.3036
15 H -0.7781 -0.2022 -1.8943
16 H -0.7405 1.3632 -1.0811
17 H -2.4835 -0.9685 -0.1530
18 H -3.0415 0.3198 -1.2304
19 H -2.7285 0.3938 1.4579

Values from the calculation:
* Kohn-Sham gap: 10.82 eV
* lowest unoccupied orbital energy: 0.93 eV
* HOMO: -0.3633 hartree

=====

y.
Formula: C5H12O2
Source: OMol25
Level of theory: ωB97M-V with the def2-TZVPD basis set

Cartesian coordinates (Å):
1 C -1.9250 1.5536 1.2017
2 C -0.9810 0.3604 1.0944
3 C -0.2688 0.2839 -0.2536
4 O 0.5107 1.3970 -0.5583
5 C 0.7904 -0.9876 -0.1323
6 C 0.9373 -1.3561 -1.5486
7 O 1.9898 -0.5220 0.3416
8 H -1.3794 2.4863 1.0282
9 H -2.7324 1.4914 0.4606
10 H -2.3843 1.5983 2.1953
11 H -0.2008 0.4066 1.8670
12 H -1.5300 -0.5805 1.2477
13 H -1.0181 0.1811 -1.0662
14 H 1.3621 1.1731 -0.1240
15 H 0.3422 -1.7953 0.4762
16 H 1.1972 -0.5288 -2.2061
17 H 2.4503 -1.8233 -1.4004
18 H 0.1758 -2.0302 -1.9754
19 H 2.7282 -1.2302 -0.5064

Values from the calculation:
* Kohn-Sham gap: 9.88 eV
* lowest unoccupied orbital energy: 0.00 eV
* HOMO: -0.3630 hartree

=====

It is y that is the least stable of them.

=====

w.
Formula: C5H12O2
Source: OMol25
Level of theory: ωB97M-V with the def2-TZVPD basis set

Cartesian coordinates (Å):
1 C -1.9677 0.9746 0.6164
2 C -2.6990 -0.0232 0.1447
3 C -2.0924 -1.1402 -0.6085
4 C -0.8974 -1.7173 -0.4026
5 C -0.6397 -3.2176 -0.3928
6 H -2.2727 1.7706 1.2939
7 H -0.8903 1.1084 0.5769
8 H -3.7731 0.0467 0.0211
9 H -2.6659 -1.5462 -1.4411
10 H -0.0379 -1.1048 -0.1262
11 H -0.7123 -3.6231 -1.4041
12 H 0.3530 -3.3948 0.0130
13 H -1.3910 -3.6199 0.2773
14 O 4.1419 1.7126 -0.5440
15 H 5.0347 2.0615 -0.6461
16 H 4.3434 0.9272 -0.0227
17 O 1.7624 3.3819 1.0613
18 H 2.3990 3.0994 0.3883
19 H 2.0050 4.3042 1.1950

Values from the calculation:
* Kohn-Sham gap: 8.44 eV
* lowest unoccupied orbital energy: 0.56 eV
* HOMO: -0.2895 hartree

=====

x.
Formula: C5H12O2
Source: OMol25
Level of theory: ωB97M-V with the def2-TZVPD basis set

Cartesian coordinates (Å):
1 C 2.3776 -0.1053 1.1711
2 C 1.1108 0.5958 0.6904
3 C 0.4201 -0.1753 -0.4432
4 O 0.0214 -1.4693 -0.0369
5 C -0.7632 0.5998 -1.0470
6 C -1.8506 0.8851 -0.0379
7 O -2.1255 0.1418 0.8824
8 H 2.1444 -1.1241 1.4944
9 H 3.1198 -0.1689 0.3665
10 H 2.8355 0.4282 2.0107
11 H 0.4133 0.7108 1.5301
12 H 1.3449 1.6130 0.3472
13 H 1.1562 -0.3443 -1.2378
14 H -0.6936 -1.3339 0.6043
15 H -1.2128 -0.0050 -1.8507
16 H -0.4288 1.5426 -1.4946
17 H -2.4200 1.8289 -0.1546
18 H -2.9943 -1.7853 -1.6521
19 H -2.4553 -1.8346 -1.1424

Values from the calculation:
* Kohn-Sham gap: 10.92 eV
* lowest unoccupied orbital energy: 0.87 eV
* HOMO: -0.3696 hartree

=====

y.
Formula: C5H12O2
Source: OMol25
Level of theory: ωB97M-V with the def2-TZVPD basis set

Cartesian coordinates (Å):
1 C 2.2602 0.4015 1.0893
2 C 1.0992 0.6882 0.1457
3 C 0.2391 -0.5031 -0.1374
4 O -0.4143 -0.8473 1.6653
5 C -1.0823 -0.4286 -0.6585
6 C -1.6317 0.8546 -1.2543
7 O -1.4433 -1.5831 -1.4014
8 H 1.8682 0.0705 2.0554
9 H 2.9142 -0.3857 0.6934
10 H 2.8665 1.2999 1.2400
11 H 0.4769 1.4952 0.5464
12 H 1.4727 1.0448 -0.8270
13 H 0.7555 -1.4591 -0.2867
14 H -0.4145 -1.8050 1.8308
15 H -1.2384 -0.6238 0.7174
16 H -1.2888 1.0139 -2.2911
17 H -2.7268 0.8232 -1.2833
18 H -1.3508 1.7295 -0.6614
19 H -2.3615 -1.7856 -1.1826

Values from the calculation:
* Kohn-Sham gap: 8.83 eV
* lowest unoccupied orbital energy: 0.83 eV
* HOMO: -0.2939 hartree

=====

z.
Formula: C5H12O2
Source: OMol25
Level of theory: ωB97M-V with the def2-TZVPD basis set

Cartesian coordinates (Å):
1 C -1.7671 -0.4898 1.4119
2 O -0.5974 -0.4947 0.6506
3 C -0.2254 0.4524 -0.3584
4 C -0.4949 1.8923 0.0468
5 C 1.2514 0.1579 -0.6508
6 C 1.5062 -1.2540 -1.1912
7 O 1.5074 -2.2562 -0.1996
8 H -2.2807 0.4515 1.7574
9 H -1.5315 -0.3415 2.6010
10 H -2.2856 -1.4366 1.2594
11 H -0.7991 0.2459 -1.2782
12 H 0.0227 2.1701 0.9723
13 H -1.5697 2.0482 0.1817
14 H -0.1602 2.5661 -0.7494
15 H 1.8528 0.2978 0.2580
16 H 1.6047 0.8876 -1.3914
17 H 0.7668 -1.4718 -1.9829
18 H 2.4953 -1.2952 -1.6600
19 H 0.7043 -2.1301 0.3228

Values from the calculation:
* Kohn-Sham gap: 10.63 eV
* lowest unoccupied orbital energy: 0.90 eV
* HOMO: -0.3578 hartree

=====

It is y that is the least stable of them.

=====

w.
Formula: C5H12O2
Source: OMol25
Level of theory: ωB97M-V with the def2-TZVPD basis set

Cartesian coordinates (Å):
1 C -1.2474 -1.0681 0.8781
2 C -0.2993 0.1341 0.7793
3 C 0.4190 0.4186 2.2971
4 C -0.9354 1.5246 0.2696
5 C 0.8264 -0.0117 -0.2892
6 H -2.2713 -0.8115 1.2396
7 H -1.4492 -1.4233 -0.2703
8 H -1.0239 -2.0303 1.4058
9 H -0.4980 0.8602 2.9795
10 H 1.2303 1.2945 2.3326
11 H 0.5682 -0.5306 2.7825
12 H -0.9979 1.3020 -1.0101
13 H -2.1179 1.5560 0.7100
14 H -0.1255 2.3208 0.7675
15 H 1.2178 -1.0283 -0.1029
16 H 1.6282 0.7055 -0.4126
17 H 0.9217 -1.9979 -1.7408
18 O 0.1704 0.1616 -1.5871
19 O 1.1218 -0.9369 -2.4492

Values from the calculation:
* Kohn-Sham gap: 10.27 eV
* lowest unoccupied orbital energy: -0.16 eV
* HOMO: -0.3833 hartree

=====

x.
Formula: C5H12O2
Source: OMol25
Level of theory: ωB97M-V with the def2-TZVPD basis set

Cartesian coordinates (Å):
1 C 1.1139 -1.5382 -3.5384
2 C 1.1839 -2.0180 -2.2695
3 C 0.1765 -1.8643 -1.2237
4 C -0.9635 -1.1775 -1.3243
5 C -1.9230 -0.9679 -0.1841
6 H 1.9133 -1.0819 -4.1173
7 H 0.2977 -1.9324 -4.1445
8 H 2.0461 -2.5380 -1.8497
9 H 0.3865 -2.3671 -0.2735
10 H -1.3626 -0.8136 -2.2782
11 H -1.7295 -1.5302 0.7114
12 H -1.9007 0.1026 0.0129
13 H -2.9225 -1.2659 -0.5221
14 O -3.7498 3.5371 2.5669
15 H -4.2890 3.8975 3.2899
16 H -4.1932 4.0334 1.8593
17 O 5.2280 2.5786 4.8262
18 H 4.9502 3.0729 4.0512
19 H 5.7379 1.8731 4.4075

Values from the calculation:
* Kohn-Sham gap: 8.25 eV
* lowest unoccupied orbital energy: 0.39 eV
* HOMO: -0.2888 hartree

=====

It is w that is the least stable of them.